{"formula": "C19H51N3O6Y", "method": "wB97M-V/def2-TZVPD", "symbols": ["Y", "C", "C", "C", "O", "H", "H", "H", "H", "H", "H", "H", "C", "C", "C", "O", "H", "H", "H", "H", "H", "H", "H", "C", "O", "H", "H", "H", "H", "C", "C", "C", "O", "C", "N", "H", "H", "H", "H", "H", "H", "H", "H", "H", "H", "H", "C", "C", "C", "O", "C", "N", "H", "H", "H", "H", "H", "H", "H", "H", "H", "H", "H", "C", "C", "C", "O", "C", "N", "H", "H", "H", "H", "H", "H", "H", "H", "H", "H", "H"], "positions_angstrom": [[0.94535, -1.08878, 0.48982], [3.29841, 1.58956, -6.64078], [3.02142, 2.27308, -5.30211], [2.35201, 3.69013, -5.54555], [2.17391, 1.49940, -4.44850], [3.99877, 0.77536, -6.45460], [3.69119, 2.31465, -7.35357], [2.42569, 1.12846, -7.10323], [3.96752, 2.52298, -4.82195], [2.94970, 4.30131, -6.22181], [2.18319, 4.22377, -4.61022], [1.37185, 3.53675, -5.99704], [3.24090, 5.21656, 3.01063], [3.09660, 4.31720, 4.27248], [2.29729, 4.97370, 5.35309], [2.66876, 3.04418, 3.78615], [3.73767, 6.14465, 3.29339], [2.30116, 5.67182, 2.69800], [3.88698, 4.83185, 2.22153], [4.10373, 4.21489, 4.67662], [2.51529, 4.42340, 6.26836], [1.23030, 5.05408, 5.14530], [2.71310, 5.97361, 5.47722], [6.65211, -0.47276, 0.64634], [5.70298, -1.51103, 0.74770], [7.11659, -0.36932, 1.62699], [7.49985, -0.63384, -0.01960], [6.15455, 0.47592, 0.44499], [6.20443, -2.30800, 0.93476], [-3.58792, -5.31559, -2.50020], [-2.15911, -4.90493, -1.94252], [-1.02644, -5.13817, -2.98678], [0.13859, -4.52402, -2.34696], [1.31488, -4.88849, -3.12734], [-2.15260, -3.53075, -1.41856], [-4.34410, -4.79594, -1.91176], [-3.72066, -6.39747, -2.50558], [-3.65221, -4.94992, -3.52502], [-1.88461, -5.43181, -1.02866], [-1.31645, -4.64217, -3.91305], [-0.85421, -6.17616, -3.27139], [2.23970, -4.33935, -2.95056], [1.19486, -4.78890, -4.20612], [1.55828, -5.94791, -3.04675], [-2.89573, -3.56630, -0.73549], [-2.52464, -2.89832, -2.11261], [-3.74685, 5.07186, -0.94101], [-3.80242, 3.58872, -1.27676], [-4.21851, 3.30262, -2.72132], [-4.10164, 1.92299, -3.16740], [-3.91652, 1.76792, -4.58424], [-2.46789, 3.13606, -0.97873], [-3.00177, 5.55879, -1.57018], [-3.25328, 5.29881, 0.00398], [-4.66151, 5.61410, -1.18072], [-4.51027, 3.07772, -0.62412], [-3.83971, 4.02881, -3.44053], [-5.27579, 3.56577, -2.68949], [-4.58516, 2.39805, -5.17071], [-4.06959, 0.73952, -4.91144], [-2.90191, 2.08819, -4.82108], [-1.84585, 3.64468, -1.59068], [-2.26292, 3.38262, -0.02098], [-0.26969, -5.00391, 6.13562], [-0.83638, -3.90110, 5.24700], [-1.26909, -2.67999, 6.10634], [-1.87710, -1.72049, 5.19958], [-2.50091, -0.62328, 5.75487], [0.21981, -3.75278, 4.32311], [-0.83937, -5.05891, 7.06328], [0.73221, -4.87881, 6.54629], [-0.23606, -5.89505, 5.50884], [-1.72934, -4.29912, 4.76502], [-0.32650, -2.29143, 6.49189], [-1.99348, -2.81863, 6.90893], [-2.18285, 0.19940, 5.11445], [-2.11465, -0.38318, 6.74545], [-3.58363, -0.50614, 5.70892], [0.51068, -4.67580, 4.03409], [0.92884, -3.47543, 4.98677]], "atomic_forces_ev_per_a": [[-0.2, -0.3, -0.1], [-0.1, -0.1, 0.1], [-1.9, -1.6, 0.7], [-0.9, 0.0, 0.3], [1.9, 2.1, -1.7], [0.2, 0.1, -0.2], [0.3, -0.1, 0.0], [-0.2, 0.2, 0.3], [0.2, 0.0, 0.5], [0.3, -0.3, 0.1], [0.2, -0.1, 0.0], [0.1, -0.1, -0.1], [0.5, 1.4, -0.2], [-0.8, -2.3, -1.4], [0.0, 0.1, 0.2], [0.6, 2.6, 1.0], [0.5, -0.1, 0.7], [-0.4, -1.0, -0.4], [-0.6, -0.4, 0.0], [0.7, -0.3, -0.3], [-0.5, 0.0, 0.2], [0.0, -0.2, 0.1], [-0.1, 0.1, 0.1], [0.6, 0.6, 1.2], [-0.2, -0.3, -0.6], [0.1, 0.3, 0.2], [-0.4, -0.2, -0.6], [-0.1, -0.2, -0.3], [-0.2, -0.2, 0.0], [1.7, 0.4, 0.3], [-0.3, -0.7, -0.4], [-0.3, 1.4, 1.8], [1.0, -1.0, -2.1], [-0.2, -0.5, -0.4], [-0.2, 0.2, -0.3], [-0.1, -0.3, 0.0], [-0.2, 0.1, 0.1], [-0.2, 0.0, -0.1], [-0.2, -0.8, -0.3], [0.3, 0.5, -0.2], [0.0, -0.2, 0.5], [-0.4, 0.4, 0.9], [-0.7, 0.4, -0.2], [-0.1, -0.2, 0.6], [-0.1, 0.3, 0.5], [0.1, 0.3, -0.4], [-0.3, 0.9, -1.3], [0.7, 0.1, 0.2], [-1.1, -0.3, -0.2], [0.0, 0.7, 0.2], [0.3, 0.9, 0.6], [0.6, -1.6, -0.1], [0.1, -0.2, -0.7], [-1.0, -0.3, 0.6], [-0.2, 0.2, 0.7], [0.0, -0.1, 0.1], [0.8, -0.2, -0.1], [-0.5, -0.2, -0.3], [-0.3, 0.1, 0.1], [0.0, 0.0, 0.5], [0.2, -0.1, -0.2], [0.4, 0.0, 0.1], [0.3, 0.0, 0.0], [-1.1, -0.3, 1.5], [-1.7, -1.5, 2.2], [0.2, 0.8, -2.3], [0.5, -1.9, -0.2], [0.8, 2.0, -0.1], [1.1, 2.4, -1.6], [-0.5, -1.0, -0.1], [0.3, 0.7, -0.5], [-0.3, -0.4, 0.6], [-0.1, 0.1, -0.1], [0.0, 0.5, 0.4], [0.3, -0.9, 0.1], [0.1, 0.5, 0.1], [-0.2, -0.1, 0.3], [-0.3, -1.1, 0.2], [0.0, -0.1, -0.2], [1.1, 0.4, -0.6]], "fmax_ev_per_a": 3.30, "gap_ev": 1.64, "charge": 1, "relative_energy_kcal_mol": 501.3, "homo_ev": -9.22}